The following is a DFT calculation (ωB97M-V/def2-TZVPD) of a structure of composition C17H16AgIN2S2.

The value obtained for the maximum force is 0.004 hartree/bohr. The calculation puts the electronic energy at -2007.9676 Ha. For the gap between HOMO and LUMO, the calculation gives 7.65 eV. Its net charge is 0. The calculation puts the LUMO energy at 0.2 eV. The HOMO energy comes out at -7.41 eV.

Geometry as XYZ:
```
39
C17H16AgIN2S2 ωB97M-V/def2-TZVPD
Ag -0.30569 0.53075 -0.05342
S -1.22351 -2.06171 -0.09048
C -1.48327 -2.02398 1.58265
N -2.26502 -1.05469 2.12514
C -2.51268 -0.89719 3.44265
C -2.00604 -1.77583 4.34535
C -1.19767 -2.82259 3.85514
C -0.93869 -2.94362 2.52023
H -2.56921 -0.31714 1.48473
H -3.11362 -0.03868 3.70485
H -2.20586 -1.65435 5.39861
H -0.76966 -3.53452 4.54990
H -0.31477 -3.73349 2.12914
N 1.84850 -0.06211 0.06210
S 2.99432 0.95123 0.44469
C 4.27767 0.88980 -0.81204
C 3.93806 0.37867 -2.05244
C 4.89242 0.36732 -3.06386
C 6.16160 0.87134 -2.83004
C 6.48711 1.39347 -1.58252
C 5.54604 1.40709 -0.56685
C 3.93268 0.30236 1.81774
C 3.85506 0.98187 3.02256
C 4.49975 0.45964 4.13881
C 5.19957 -0.73192 4.03833
C 5.26459 -1.41042 2.82432
C 4.63164 -0.89422 1.70735
H 2.17258 -1.01177 -0.09722
H 2.93947 -0.00423 -2.21901
H 4.63795 -0.03665 -4.03476
H 6.90066 0.86294 -3.62028
H 7.47917 1.78438 -1.39889
H 5.79924 1.80679 0.40739
H 3.29535 1.90670 3.08757
H 4.44644 0.98173 5.08472
H 5.70119 -1.13720 4.90742
H 5.81102 -2.34146 2.75072
H 4.69001 -1.40950 0.75581
I -2.22299 2.16154 0.77912
```